Molecular formula: C35H70I2N3O5P
Method: DFT, the ωB97M-V functional and the def2-TZVPD basis

Values from the calculation:
Charge: +1
Kohn-Sham gap (spin up / spin down) (eV): 6.93 / 8.12
⟨S²⟩: 3.762
Multiplicity: 4

CARTESIAN COORDINATES (ANGSTROEM)
I1 3.9874 1.3656 -1.4500
I2 -1.3081 0.7113 3.8765
P1 0.9374 -1.2411 1.7550
O1 0.3982 -4.7870 3.6172
O2 4.8207 -2.1028 0.0206
O3 -2.8330 -0.5852 1.7510
O4 -5.1399 4.8553 0.0437
O5 -1.8943 -1.9010 -2.6872
N1 -4.1402 5.2660 0.7300
N2 -2.5789 -1.1043 -3.4222
N3 5.7725 -2.8968 0.3416
C1 0.5119 -2.4842 2.9919
C2 -2.5698 1.2913 -4.2236
C3 0.8036 -3.9428 2.5603
C4 -5.1973 6.6102 2.4774
C5 -3.8908 -3.1079 -3.9446
C6 -0.9388 0.4953 -2.5861
C7 2.0843 -0.0056 2.3755
C8 3.0409 0.6389 1.3276
C9 2.8551 0.1817 -0.1132
C10 -3.3378 0.6680 -1.8850
C11 5.6858 -4.6144 -1.3922
C12 -4.5914 -0.9777 -4.9453
C13 -4.3065 6.6721 1.2353
C14 -4.7733 0.1732 -2.0553
C15 -4.6552 5.6604 3.5440
C16 -3.7983 2.8587 1.0087
C17 6.2498 -5.3012 0.9681
C18 8.2019 -2.8549 0.9590
C19 -4.8128 -1.3013 -2.4557
C20 7.1042 -0.8497 0.0565
C21 -2.9666 7.3389 1.5570
C22 -2.1051 4.3558 1.8943
C23 -2.3858 0.3335 -3.0420
C24 -4.9630 7.4943 0.1333
C25 7.1367 -2.3773 -0.0319
C26 0.1425 -4.3362 1.2491
C27 5.4370 -4.3434 0.0927
C28 7.1054 -4.2524 -1.8212
C29 7.4591 -2.8052 -1.4733
C30 -3.6179 4.2212 1.6648
C31 -0.5669 -0.5157 1.0522
C32 -4.4043 4.2597 2.9839
C33 3.9696 -4.5603 0.4500
C34 -1.7275 -0.2753 2.0091
C35 -3.9713 -1.6067 -3.6953
H1 3.3125 -3.9179 -0.1318
H2 -4.4353 -1.9072 -1.6256
H3 -1.5947 4.4481 0.9322
H4 -3.2923 -3.3178 -4.8319
H5 -2.4909 6.9697 2.4598
H6 -2.2595 2.2898 -3.9161
H7 -3.1504 8.4024 1.7119
H8 3.2818 -0.8065 -0.2573
H9 -2.9359 0.2342 -0.9616
H10 6.4999 -0.3753 -0.7190
H11 -0.7463 -0.0585 -1.6708
H12 -2.2690 7.2341 0.7251
H13 -0.5493 -2.4039 3.2432
H14 3.8049 -4.3705 1.5144
H15 7.9062 -2.6133 1.9813
H16 -3.7437 6.0652 3.9918
H17 9.1321 -2.3306 0.7430
H18 1.4589 0.7441 2.8644
H19 -5.2988 0.2967 -1.1067
H20 -5.8395 -1.6220 -2.6461
H21 -5.3100 0.7937 -2.7767
H22 8.4158 -3.9161 0.9083
H23 -3.3225 2.1141 1.6493
H24 -0.9501 -1.2113 0.2932
H25 -0.7441 1.5551 -2.4077
H26 -5.9228 7.0809 -0.1614
H27 -5.3795 5.5850 4.3568
H28 5.4826 -5.6701 -1.5873
H29 -1.9436 0.9811 -5.0612
H30 -1.7662 3.4221 2.3475
H31 5.8059 -6.2932 0.8795
H32 0.6074 -3.8795 0.3703
H33 -0.9219 -4.0720 1.2560
H34 -4.3208 7.5380 -0.7475
H35 -3.8625 3.6543 3.7169
H36 1.8866 -4.0883 2.5035
H37 -5.1138 8.5099 0.5011
H38 -4.8927 0.0564 -4.8206
H39 -1.7979 5.1884 2.5175
H40 6.7296 -0.5316 1.0309
H41 4.9691 -4.0335 -1.9811
H42 -4.8450 2.5857 0.8990
H43 6.2119 -5.0050 2.0172
H44 -4.9000 -3.4853 -4.1125
H45 7.2878 -5.3969 0.6728
H46 -3.5923 1.3707 -4.5734
H47 -3.3250 1.7517 -1.7570
H48 7.1919 -4.3788 -2.9012
H49 -6.1958 6.2829 2.1735
H50 1.0823 -2.2445 3.8931
H51 -3.9117 -1.0446 -5.7954
H52 -3.4540 -3.6360 -3.1021
H53 7.8277 -4.9439 -1.3809
H54 -5.2989 7.6203 2.8812
H55 4.0598 0.3729 1.6180
H56 -0.5603 -4.7912 3.6916
H57 8.1248 -0.4811 -0.0520
H58 -5.3674 3.7681 2.8197
H59 6.9204 -2.1401 -2.1544
H60 2.9665 1.7243 1.4048
H61 1.5604 -1.9223 0.7149
H62 2.6610 -0.4996 3.1626
H63 -3.3344 2.8297 0.0248
H64 -5.4935 -1.5398 -5.1882
H65 3.7111 -5.5993 0.2453
H66 1.8260 0.2223 -0.4785
H67 0.2233 -5.4169 1.1280
H68 -0.2422 0.1378 -3.3443
H69 8.5242 -2.6306 -1.6392
H70 -0.3272 0.4246 0.5430

***

Molecular formula: C35H71BrFN29O16S
Method: DFT, the ωB97M-V functional and the def2-TZVPD basis

Values from the calculation:
Kohn-Sham gap (eV): 7.17

CARTESIAN COORDINATES (ANGSTROEM)
Br1 -1.9663 2.2615 1.1967
S1 -1.3220 -6.0619 -1.2720
F1 2.0564 0.0847 0.1828
O1 2.2570 1.9183 -5.5067
O2 2.9064 -3.2571 5.6065
O3 -2.7656 5.2893 -0.6476
O4 -1.4410 -3.9379 2.5838
O5 -9.7136 3.6283 -3.1796
O6 12.7627 1.8415 -1.5834
O7 7.8483 0.1151 -1.2055
O8 0.2912 0.5031 2.2957
O9 -5.3374 4.6173 2.5254
O10 -4.0579 -3.4040 1.6653
O11 4.3484 -5.8863 -3.5480
O12 3.0606 -6.5120 1.5458
O13 2.4348 -2.3615 -4.0792
O14 -12.2774 7.0239 0.7803
O15 -0.0099 2.7957 9.0674
O16 -4.9113 1.1425 -4.4747
N1 -4.5139 1.0235 -1.2381
N2 -11.6000 6.9487 -1.3862
N3 11.4895 0.5204 -2.9194
N4 4.4020 2.6548 -5.5126
N5 -9.3904 1.7276 -1.9770
N6 -4.9108 3.5823 4.4986
N7 -6.6790 1.7486 -0.6632
N8 -3.1421 -0.1413 -3.8971
N9 3.7690 -6.3637 -1.4066
N10 3.8720 0.5827 -4.6361
N11 2.3853 -1.0486 5.4745
N12 5.9817 -1.0855 -0.7432
N13 10.7092 1.1913 -0.8606
N14 -11.4561 2.2063 -2.8959
N15 3.8806 -6.8577 3.6443
N16 5.8740 -5.5650 -1.8975
N17 3.2213 -4.4241 -4.5848
N18 -4.2132 5.7524 4.1335
N19 0.9778 -2.6364 4.5829
N20 -0.8726 6.5385 -0.5927
N21 1.6272 -6.4522 3.2634
N22 -3.2543 0.8293 -5.9927
N23 -4.9161 3.2675 -0.4387
N24 -1.6656 5.6816 -2.5875
N25 0.3762 -5.1779 0.7247
N26 0.7716 0.7307 8.5465
N27 3.6773 -2.6307 -5.9610
N28 -11.6997 5.0253 -0.1274
N29 1.1458 2.5240 7.1365
C1 -1.2154 -2.9705 1.8898
C2 -2.6227 0.5043 1.4080
C3 1.9555 -3.5095 -0.1093
C4 -11.8874 6.3781 -0.1770
C5 -5.0332 1.3432 1.1662
C6 6.6280 -1.7405 1.6262
C7 -4.8532 4.6500 3.6428
C8 -1.7471 -0.5577 1.6071
C9 -0.2604 -0.3829 1.6925
C10 -1.8308 5.8019 -1.2368
C11 1.6817 -1.1935 0.3168
C12 2.4279 -2.2109 -0.2661
C13 3.0713 -3.1009 -4.8313
C14 2.1416 -2.3818 5.2461
C15 0.5219 -1.4732 1.0219
C16 4.6411 -5.9398 -2.3608
C17 11.7256 1.2290 -1.7696
C18 0.0557 -2.7797 1.1487
C19 0.7978 -3.8067 0.5832
C20 -3.5653 -2.1263 1.6248
C21 2.8803 -6.6101 2.7554
C22 6.3716 1.2645 0.2041
C23 4.5473 -0.8047 -0.6013
C24 6.4550 -2.1492 0.1621
C25 -10.1462 2.5879 -2.7163
C26 3.6799 -1.9832 -1.0667
C27 -4.4229 -1.0582 1.4471
C28 0.5938 2.0655 8.3051
C29 -5.2529 1.8639 -0.3155
C30 -0.3742 -5.5653 -0.1500
C31 -2.2015 -1.8790 1.7129
C32 3.4287 1.7306 -5.2360
C33 -4.0028 0.2598 1.3384
C34 -3.8389 0.6419 -4.7721
C35 6.7832 0.0768 -0.6313
H1 5.3113 1.3241 0.4272
H2 -11.8854 4.5660 0.7431
H3 1.6493 1.9443 6.4944
H4 -4.1562 6.5519 3.5308
H5 1.2636 0.1120 7.9286
H6 6.1335 -5.6004 -0.9303
H7 10.6426 0.0116 -3.0887
H8 -4.0200 -3.7370 2.5681
H9 -4.7430 2.1895 1.7882
H10 6.6466 2.1600 -0.3477
H11 -2.3715 0.4322 -6.2518
H12 -11.7206 7.9401 -1.4645
H13 4.8330 0.4102 -4.4070
H14 4.2732 0.0664 -1.1908
H15 3.7460 -5.0413 -5.1674
H16 1.7715 -0.3164 5.1678
H17 3.5794 -1.6511 -6.1586
H18 -7.2217 2.2116 0.0560
H19 1.0340 3.4983 6.9293
H20 4.1118 3.5067 -5.9538
H21 0.9357 -6.2550 2.5592
H22 0.7631 -3.5959 4.3782
H23 -4.5185 3.5875 5.4206
H24 4.2467 -2.9080 -1.1165
H25 -2.3550 5.1510 -3.0876
H26 6.7972 -2.6352 2.2213
H27 2.7976 -4.7864 -3.7591
H28 -6.9050 0.7570 -0.6978
H29 4.8070 -6.9678 3.2789
H30 -3.8094 5.7986 5.0490
H31 3.9787 -6.4158 -0.4221
H32 -4.0361 3.4213 -0.9037
H33 3.1820 -0.1205 -4.4134
H34 -4.9244 3.7630 0.4438
H35 5.7617 -1.2133 2.0222
H36 -2.2583 -0.5665 -4.1043
H37 -5.3759 2.7571 4.1711
H38 -0.9689 6.6458 0.3990
H39 6.9207 1.2804 1.1423
H40 -11.8437 1.3615 -2.5223
H41 3.2339 -0.8140 5.9552
H42 0.3819 0.3636 9.3940
H43 -9.7572 0.8780 -1.5932
H44 6.5416 -5.2460 -2.5739
H45 0.3392 -1.9219 4.2875
H46 4.2025 -3.2044 -6.5922
H47 -4.9410 1.1597 -2.1551
H48 5.8148 -3.0227 0.0958
H49 -3.5571 -0.2845 -2.9955
H50 -5.4812 -1.2757 1.3847
H51 3.3690 -1.7804 -2.0920
H52 1.3872 -6.4970 4.2350
H53 7.4921 -1.0922 1.7625
H54 -8.4160 1.9602 -1.8147
H55 -0.0973 6.9689 -1.0582
H56 -3.7452 1.4035 -6.6515
H57 9.8516 0.6879 -1.0120
H58 7.4327 -2.4516 -0.2118
H59 2.8569 -6.6436 -1.7160
H60 2.5114 -4.3343 -0.5348
H61 10.8429 1.6969 -0.0061
H62 -11.2657 6.4293 -2.1771
H63 5.3715 2.5213 -5.2985
H64 12.2112 0.5211 -3.6143
H65 -5.9639 0.9623 1.5817
H66 -12.0410 2.8132 -3.4385
H67 -11.3752 4.4843 -0.9081
H68 3.7353 -6.9245 4.6335
H69 -3.5477 1.3275 -1.2551
H70 -0.9051 6.0923 -3.0936
H71 4.3018 -0.5410 0.4318

***

Molecular formula: C35H71O17PbS8
Method: DFT, the ωB97M-V functional and the def2-TZVPD basis

Values from the calculation:
Charge: +1
Kohn-Sham gap (eV): 7.88
ΔE to the lowest compared entry with this formula, charge and spin (eV): 1.790

CARTESIAN COORDINATES (ANGSTROEM)
Pb1 0.1755 0.2117 0.0435
S1 -3.1411 -2.0048 0.0209
S2 1.7809 3.3681 1.8861
S3 -0.0653 -1.6498 -3.8596
S4 -0.4051 -2.5879 2.6818
S5 -2.5225 1.9645 2.3991
S6 1.3472 -3.5128 -0.9798
S7 3.5855 -0.6114 2.0121
S8 -2.0331 2.3982 -2.4305
O1 3.8640 -2.0251 2.1052
O2 -2.2673 3.3918 2.3482
O3 0.2105 -4.0555 -1.6750
O4 1.1934 -2.2411 -0.2638
O5 -1.7969 1.4382 -1.3734
O6 2.7855 3.0439 2.8801
O7 -0.6358 -3.7542 1.8553
O8 -0.1230 -1.3383 1.9977
O9 -3.6810 -2.2572 1.3682
O10 -0.4203 -1.0011 -2.5987
O11 2.2187 -0.1805 1.7784
O12 1.2785 -2.1315 -4.1066
O13 0.7818 2.3832 1.5199
O14 -2.1688 1.8948 -3.7707
O15 -1.7031 1.0066 1.6721
O16 -1.9953 -1.1398 -0.1337
O17 1.7870 1.3427 -1.4381
C1 0.7982 -2.8886 4.0226
C2 -4.6387 -2.0348 -2.1538
C3 -1.8565 -1.1605 -5.7785
C4 5.7122 0.5114 3.0152
C5 1.5547 6.0013 1.2702
C6 4.7060 0.2190 0.8284
C7 -0.0770 -3.3804 5.1917
C8 2.0422 2.1752 -3.7249
C9 3.4433 0.2803 -2.8126
C10 2.6910 1.5613 -2.4684
C11 -4.3062 -3.4974 -1.9116
C12 -1.2852 4.5192 -1.0646
C13 1.0291 5.0027 2.3183
C14 -4.5657 -1.2531 -0.8563
C15 5.6177 1.1564 1.6265
C16 2.8954 -3.5403 -2.0394
C17 -4.0796 0.9718 4.4191
C18 2.8471 5.4134 0.6976
C19 -0.8082 3.7175 -2.2958
C20 3.8713 -4.3617 -1.2058
C21 -2.8361 4.4450 -0.8921
C22 -0.5263 -0.5865 -5.2674
C23 -1.2986 -2.9279 -4.2157
C24 2.6153 3.9350 0.4350
C25 -1.8502 -2.3563 3.8161
C26 -1.7746 -2.6885 -5.6580
C27 3.0873 -5.4816 -0.4689
C28 4.2918 0.1944 3.4901
C29 2.0391 -4.7004 0.2799
C30 -3.1214 -3.5263 -0.9387
C31 -1.2990 -2.4619 5.2514
C32 -5.0192 1.6285 3.4121
C33 -2.6240 1.4027 4.1328
C34 -4.2863 1.6409 2.0521
C35 -3.3962 3.5467 -2.0241
H1 -2.2201 -1.3647 3.5576
H2 -0.9159 4.3519 -3.1774
H3 1.3084 5.2411 3.3415
H4 -4.0375 -0.1173 4.2696
H5 -4.2583 -4.0811 -2.8279
H6 -2.1057 -2.6653 -3.5350
H7 2.5598 -4.1007 1.0330
H8 2.7116 2.1649 -4.5916
H9 3.8079 -5.9888 0.1674
H10 -2.5344 2.2512 4.8158
H11 0.7777 5.9450 0.5047
H12 5.3166 -0.5481 0.3456
H13 -0.0387 4.8786 2.1734
H14 4.3161 -0.5504 4.2832
H15 6.2880 1.1914 3.6491
H16 0.5609 -3.2559 6.0648
H17 4.3228 -3.7018 -0.4585
H18 3.6441 5.4473 1.4445
H19 2.6896 -6.1197 -1.2599
H20 0.2111 3.3367 -2.2646
H21 -0.4072 0.4708 -5.0476
H22 3.8658 -0.2079 -1.9302
H23 5.1082 2.1200 1.7226
H24 4.2977 0.5538 -3.4451
H25 1.8690 3.2323 -3.5142
H26 -0.7913 -3.8272 -3.8683
H27 1.7370 -3.3495 3.7302
H28 2.8481 -0.4845 -3.3154
H29 -3.3372 5.4063 -1.0027
H30 -5.1693 2.6915 3.6197
H31 1.1687 1.5967 -4.0272
H32 -2.0638 -2.7746 5.9555
H33 -3.4614 4.1455 -2.9351
H34 -3.9608 -1.5583 -2.8727
H35 -4.3393 3.0129 -1.9292
H36 3.4407 2.2846 -2.0957
H37 -4.4682 -0.1738 -0.9117
H38 -1.7956 0.7147 4.2698
H39 3.1303 -2.5152 -2.3047
H40 -5.3578 -1.5438 -0.1654
H41 1.0675 -1.8617 4.3018
H42 -2.0904 -0.7649 -6.7634
H43 -2.6918 -3.2545 -5.7933
H44 6.5626 1.3930 1.1436
H45 -4.3815 0.6404 1.6185
H46 1.9634 3.7590 -0.4297
H47 3.7535 1.0887 3.7936
H48 -2.5883 -0.7579 -5.0665
H49 -4.3965 0.9950 5.4600
H50 -6.0003 1.1768 3.2968
H51 1.6301 6.9915 1.7087
H52 -4.7273 2.2794 1.2907
H53 -2.6218 -3.0427 3.4768
H54 -1.0315 5.5717 -1.1451
H55 -5.1620 -3.9247 -1.3772
H56 -0.8497 4.0179 -0.1991
H57 4.1359 0.6755 0.0178
H58 2.5593 -4.1246 -2.8962
H59 -1.0186 -2.9803 -6.3902
H60 -0.9205 -1.4671 5.5008
H61 3.0742 5.9391 -0.2287
H62 -3.2192 -4.3535 -0.2383
H63 -5.6116 -1.9380 -2.6431
H64 3.4800 3.3362 0.1537
H65 4.6923 -4.6817 -1.8475
H66 -0.3886 -4.3992 4.9566
H67 1.2452 -5.1546 0.8694
H68 0.2059 -0.7543 -6.0647
H69 -2.1627 -3.6199 -1.4481
H70 -3.2286 4.0456 0.0360
H71 6.3609 -0.3681 3.0172

***

| no. | strongest force on any atom (eV/Å) |
| --- | --- |
| 1 | 0.7 |
| 2 | 3.5 |
| 3 | 2.6 |